1.
Molecular formula: C2H2ClNO2
Method: DFT, the ωB97M-V functional and the def2-TZVPD basis

Structure (XYZ):
```
8
Properties=species:S:1:pos:R:3:forces:R:3:nbo_charge:R:1
C 0.266 -0.578 -0.232 0.653 -1.145 -0.634 0.14
H -0.028 1.110 1.021 -0.104 -0.147 0.112 0.21
N 2.816 1.434 -0.329 -0.138 -1.171 0.289 0.23
O 1.474 -0.843 0.097 -2.512 -1.604 0.835 -0.48
O 2.913 0.332 -0.085 2.041 2.882 -0.791 -0.04
H -0.200 -1.220 -0.983 -0.067 0.125 -0.254 0.15
C -0.471 0.420 0.313 0.318 1.221 0.551 -0.24
Cl -2.035 0.844 -0.198 -0.191 -0.161 -0.106 0.04
```
Positions in Å, forces in eV/Å.

LUMO level (alpha / beta)   -0.23 / -1.52 eV
ΔE to the lowest compared entry with this formula, charge and spin   112.4 kcal per mole
E_HOMO (alpha / beta)   -9.05 / -8.30 eV
Calculated total energy   -20208.738 eV

---

2.
Molecular formula: C21H30BBrF2N
Method: DFT, the ωB97M-V functional and the def2-TZVPD basis

Structure (XYZ):
```
56
Properties=species:S:1:pos:R:3:forces:R:3:nbo_charge:R:1
C 3.344 7.258 -1.257 -0.477 0.050 0.462 -0.09
H -0.762 14.313 -0.549 0.134 -0.062 -0.020 0.24
F 7.190 8.223 -0.108 -1.240 -0.296 -0.300 -0.32
C 3.829 6.788 3.004 0.173 0.109 -0.121 -0.22
H -1.197 9.911 -3.340 -0.192 -0.055 0.100 0.21
C -0.118 13.430 -0.495 -0.074 0.331 0.115 -0.63
F 4.998 5.918 4.878 -0.922 0.699 -0.618 -0.32
H 5.136 8.295 1.481 0.026 0.131 -0.287 0.25
H 4.172 6.984 -3.217 0.056 -0.043 0.392 0.24
H 1.441 11.904 -1.846 -0.162 -0.398 -0.038 0.23
H -1.344 12.346 -1.895 0.100 0.096 0.320 0.20
C 6.834 7.387 -2.738 0.178 -0.086 -0.549 -0.66
H 3.263 5.885 6.999 0.053 0.116 -0.115 0.25
C 3.571 7.602 0.109 0.589 0.152 -0.549 -0.18
H 1.194 8.254 5.449 0.169 -0.061 -0.306 0.24
H 2.278 9.847 -3.054 -0.141 -0.064 0.133 0.23
H 0.717 13.582 -1.189 -0.245 0.081 0.237 0.21
C 2.695 7.462 2.457 0.160 0.224 0.871 -0.17
C 1.748 7.985 3.385 -0.287 -0.190 -0.519 -0.11
N -0.174 10.925 -0.878 -0.528 -0.297 -0.490 -0.42
H 7.544 6.623 -2.399 -0.109 0.170 0.007 0.26
H 2.407 7.411 7.285 0.102 -0.084 0.011 0.23
C 3.939 6.630 4.368 0.717 -0.532 -0.110 0.44
H 6.458 7.096 -3.720 0.108 -0.027 0.036 0.23
C 0.821 11.018 -2.029 -0.330 0.031 0.526 -0.21
H 0.270 13.365 0.525 -0.082 -0.047 -0.184 0.24
C 3.227 6.947 6.734 -0.288 0.095 0.551 -0.65
H 2.368 9.690 -1.297 -0.257 0.091 -0.221 0.23
C 5.909 7.897 -0.475 0.624 0.346 0.808 0.43
C -1.181 9.804 -1.155 0.290 0.461 0.129 -0.22
C 4.374 7.225 -2.170 -0.002 -0.114 -0.186 -0.23
C 1.920 7.837 4.749 0.089 0.008 0.033 -0.20
Br -0.758 10.684 2.068 0.027 -0.024 -0.145 -0.25
C 1.674 9.777 -2.141 0.405 -0.130 -0.194 -0.64
H 4.163 7.399 7.081 -0.077 -0.104 -0.195 0.25
C -0.961 12.233 -0.874 0.266 -0.399 -0.030 -0.21
H 1.090 9.461 0.553 -0.662 0.950 -0.399 -0.08
H 1.484 7.508 0.668 0.315 0.286 0.101 0.25
H 0.897 8.544 2.991 0.134 -0.140 0.174 0.26
H 2.324 7.002 -1.563 0.418 0.081 0.067 0.23
C 3.018 7.141 5.278 -0.061 0.162 -0.332 0.02
C 2.506 7.590 1.048 0.498 -0.807 0.211 0.18
B 0.572 10.610 0.509 0.818 -0.233 0.523 0.02
H -0.632 8.855 -1.081 -0.218 0.300 -0.008 0.21
C 5.696 7.503 -1.793 -0.265 0.119 0.118 0.04
C 4.906 7.979 0.467 -0.179 -0.319 -0.043 -0.20
H 0.233 11.189 -2.942 0.314 0.030 0.327 0.21
H 7.394 8.321 -2.861 -0.137 -0.112 0.232 0.26
H -1.897 9.843 -0.325 0.239 -0.050 -0.213 0.24
C -1.885 9.947 -2.491 -0.265 -0.347 -0.068 -0.65
H -2.573 9.103 -2.592 0.058 0.090 -0.045 0.24
H -1.815 12.096 -0.198 0.322 0.046 -0.099 0.24
H 4.603 6.375 2.360 -0.291 -0.127 0.219 0.24
H -2.489 10.857 -2.555 0.104 -0.223 -0.019 0.22
H 1.073 8.858 -2.196 0.192 0.311 -0.079 0.20
H 1.426 11.443 0.719 -0.187 -0.193 -0.222 -0.03
```
Positions in Å, forces in eV/Å.

LUMO level   -5.58 eV
ΔE to the lowest compared entry with this formula, charge and spin   0.0 kcal per mole
E_HOMO   -11.59 eV
Calculated total energy   -99901.992 eV
Total charge   +1

---

3.
Molecular formula: C5H13NO2
Method: DFT, the ωB97M-V functional and the def2-TZVPD basis

Structure (XYZ):
```
21
Properties=species:S:1:pos:R:3:forces:R:3:nbo_charge:R:1
O 0.770 1.965 0.148 -0.629 0.206 0.214 -1.08
H 0.035 -2.884 1.564 0.281 -0.898 -0.813 0.21
C -1.780 0.381 -0.235 -0.146 -1.329 0.403 -0.36
H 2.429 -2.523 2.208 -0.258 -0.087 -0.181 0.24
H -2.076 -1.419 0.890 0.348 -0.999 -0.259 0.21
H 0.735 2.689 0.781 0.248 -0.138 0.316 0.45
H 0.709 -0.267 0.180 -0.170 -0.029 -0.292 0.29
H 0.253 3.623 -2.307 0.202 0.029 -0.028 0.45
C 0.079 -1.107 0.480 0.440 -1.041 -1.237 -0.34
H -1.133 1.206 0.122 0.341 -0.236 0.615 0.34
C 2.158 -2.122 1.223 -0.435 -1.232 0.307 -0.68
N -1.635 0.480 -1.681 -0.304 -0.508 -0.085 -0.77
H -2.781 0.499 0.174 -0.412 0.432 -0.678 0.18
C 0.681 -2.253 0.952 -0.091 2.832 2.103 0.08
H 2.685 -2.749 0.506 0.354 0.135 -0.165 0.25
H 2.494 -1.090 1.197 -0.080 0.035 -0.448 0.25
H -1.073 1.297 -1.895 0.348 0.899 -0.417 0.45
C -1.293 -0.915 0.332 0.009 2.726 0.805 0.20
O -0.298 3.018 -1.816 -0.503 -0.689 0.683 -1.23
H 0.254 2.494 -0.691 0.575 0.060 -0.981 0.50
H -1.213 -0.322 -2.131 -0.117 -0.168 0.139 0.35
```
Positions in Å, forces in eV/Å.

LUMO level   -3.14 eV
ΔE to the lowest compared entry with this formula, charge and spin   141.1 kcal per mole
E_HOMO   -7.59 eV
Calculated total energy   -10975.761 eV

---

4.
Molecular formula: C5H7N
Method: DFT, the ωB97M-V functional and the def2-TZVPD basis

Structure (XYZ):
```
13
Properties=species:S:1:pos:R:3:forces:R:3:nbo_charge:R:1
H 1.218 1.355 -1.005 -0.109 -0.015 0.034 0.22
C 0.266 0.811 -1.049 -0.007 0.136 -0.244 -0.53
C 0.460 -0.684 -1.108 -0.103 -0.151 0.172 -0.16
H 1.100 -1.188 -1.828 -0.089 0.017 0.115 0.21
H 1.064 0.129 1.364 -0.018 0.044 0.084 0.40
N 0.119 0.481 1.430 0.232 1.173 0.364 -0.63
H -0.230 1.172 -1.955 0.010 -0.004 -0.018 0.23
H -0.300 -2.350 0.041 -0.005 0.000 -0.037 0.22
C -0.637 1.113 0.150 0.206 -0.250 -0.308 -0.18
C -0.918 -0.250 0.700 -0.419 -0.132 -0.089 -0.15
H -1.796 -0.497 1.292 0.080 -0.046 -0.150 0.21
H -0.106 1.194 2.113 0.180 -0.675 0.262 0.43
C -0.240 -1.285 -0.144 0.041 -0.097 -0.186 -0.26
```
Positions in Å, forces in eV/Å.

LUMO level   1.00 eV
ΔE to the lowest compared entry with this formula, charge and spin   88.1 kcal per mole
E_HOMO   -7.46 eV
Calculated total energy   -6784.692 eV